one.
The following is a quantum chemistry calculation of a 2-piece molecular cluster, C4H10NS overall, from the Open Molecules 2025 dataset.

The geometry in ORCA input format:
```
! RIJCOSX wB97M-V def2-TZVPD def2/J DEFGRID3
* xyz -1 1
C -0.09203 0.25714 -3.02519
C -0.05694 -0.75476 -1.91644
C -0.21987 -0.44768 -0.61620
N -0.26053 -1.33014 0.43169
H -0.16275 1.27154 -2.62978
H 0.80593 0.20466 -3.64931
H -0.94803 0.10468 -3.68204
H -0.01302 -1.80532 -2.18377
H -0.22833 0.59579 -0.31140
H -0.56826 -0.90002 1.32423
H -0.58673 -2.25972 0.22998
C 0.56834 1.02783 3.24964
S -1.08732 0.88143 2.52397
H 1.36871 0.98330 2.50340
H 0.71516 1.95890 3.79672
H 0.76568 0.21237 3.95451
*
```

Output
E_LUMO: 3.916 eV
HOMO energy: -2.577 eV
frontier orbital gap: 6.5 eV

---

two.
The following is a quantum chemistry calculation of an isolated ion of composition C4H10NS and charge -1, from the Open Molecules 2025 dataset.

The geometry in ORCA input format:
```
! RIJCOSX wB97M-V def2-TZVPD def2/J DEFGRID3
* xyz -1 1
C 0.51604 1.22317 1.64186
N 0.61970 -0.24821 1.54414
C 0.55403 -0.88235 0.25219
C -0.68941 -0.84026 -0.64617
C -0.72496 0.09450 -1.86609
S -2.22185 -0.06664 -2.80621
H 1.14799 1.89582 1.02999
H 0.51493 1.35898 2.72745
H -0.45096 1.43871 1.24999
H 1.54138 -0.48308 1.97274
H 0.82681 -1.94921 0.31097
H 1.25603 -0.35159 -0.43313
H -1.41816 -0.42801 0.03263
H -0.92544 -1.86290 -0.96073
H 0.05127 -0.04575 -2.55548
H -0.59740 1.14681 -1.49414
*
```

Output
E_LUMO: 3.551 eV
HOMO energy: -2.129 eV
SMILES: CNCCC[S-]
frontier orbital gap: 5.7 eV

---

Pick one: it beats the second-best structure by 80.8 kJ/mol.

---

one.
The following is a quantum chemistry calculation of an isolated ion of composition C4H10NS and charge -1, from the Open Molecules 2025 dataset.

The geometry in ORCA input format:
```
! RIJCOSX wB97M-V def2-TZVPD def2/J DEFGRID3
* xyz -1 1
C -2.25423 -1.07931 0.55247
C -0.68892 -0.76176 0.40466
N -0.37481 0.01107 -0.76145
C 1.04424 0.47200 -0.88945
C 1.85777 1.20938 0.13210
S 3.45693 1.62987 -0.52798
H -2.65591 -0.97459 -0.45535
H -2.34351 -2.12756 0.86821
H -2.64823 -0.38587 1.21223
H -0.08887 -1.71040 0.39318
H -0.18222 -0.30465 1.28196
H -0.90481 0.91011 -0.71514
H 0.87731 1.04828 -1.79899
H 1.65912 -0.41827 -1.30248
H 1.93913 0.45127 1.12334
H 1.30700 2.03043 0.48270
*
```

Output
E_LUMO: 3.620 eV
HOMO energy: -2.321 eV
SMILES: CCNCC[S-]
frontier orbital gap: 5.9 eV

---

two.
The following is a quantum chemistry calculation of an isolated ion of composition C4H10NS and charge -1, from the Open Molecules 2025 dataset.

The geometry in ORCA input format:
```
! RIJCOSX wB97M-V def2-TZVPD def2/J DEFGRID3
* xyz -1 1
C 1.39750 1.54687 0.43616
N 0.58900 0.80194 -0.48778
C -0.06096 -0.43663 -0.04839
C -1.29031 -0.24895 0.84300
C -0.34217 -1.37604 -1.20966
S -0.63591 -3.10488 -0.63962
H 0.87956 2.04011 1.27675
H 2.17725 0.96452 0.84806
H 1.93157 2.31355 -0.13582
H -0.06624 1.41133 -0.95960
H 0.71866 -0.92545 0.52362
H -1.76337 0.70083 0.65941
H -0.99311 -0.13595 1.87097
H -1.95348 -1.10440 0.76145
H -1.12795 -1.01248 -1.88392
H 0.53997 -1.43438 -1.85463
*
```

Output
E_LUMO: 3.722 eV
HOMO energy: -2.184 eV
SMILES: CN[C@@H](C)C[S-]
frontier orbital gap: 5.9 eV

---

Pick two: it beats the second-best structure by 74.2 kJ/mol.

---

one.
The following is a quantum chemistry calculation of C3H3Br9 as an isolated structure, from the Open Molecules 2025 dataset.

The geometry in ORCA input format:
```
! RIJCOSX wB97M-V def2-TZVPD def2/J DEFGRID3
* xyz 0 1
C 1.08316 -16.57114 -27.28500
Br 0.07627 -14.88671 -27.63312
Br -0.20280 -18.04892 -27.05776
Br 2.27423 -16.45105 -25.66550
H 1.74882 -16.81159 -28.11397
C 4.36074 -17.91014 -27.81618
Br 2.46859 -18.43282 -28.13245
Br 4.57808 -16.05717 -27.25122
Br 5.51839 -18.36280 -29.34767
H 4.65850 -18.54881 -26.98459
C 0.42802 -13.34573 -25.59732
Br -1.14017 -12.97309 -24.41832
Br 1.95034 -14.16921 -24.65088
Br 0.91288 -11.79021 -26.70944
H 0.11868 -14.09634 -26.32463
*
```

Output
E_LUMO: -0.917 eV
HOMO energy: -8.155 eV
frontier orbital gap: 7.2 eV

---

two.
The following is a quantum chemistry calculation of C3H3Br9 as an isolated structure, from the Open Molecules 2025 dataset.

The geometry in ORCA input format:
```
! RIJCOSX wB97M-V def2-TZVPD def2/J DEFGRID3
* xyz 0 1
C -3.58720 0.01562 -1.53082
Br -3.45468 1.97389 -1.52573
Br -4.94092 -0.70043 -0.33053
Br -1.84704 -0.84964 -1.12674
H -3.88381 -0.29716 -2.52059
C 0.10722 0.41341 2.25432
Br 1.95698 0.77222 2.80798
Br -0.92510 2.06946 2.29153
Br -0.76886 -0.78323 3.52246
H 0.15513 0.01690 1.25138
C 3.46738 -0.61340 -0.89357
Br 4.71872 -0.89005 -2.37362
Br 1.68416 -1.33684 -1.22816
Br 3.36760 1.28738 -0.55185
H 3.95042 -1.07813 -0.04604
*
```

Output
E_LUMO: -0.593 eV
HOMO energy: -10.104 eV
frontier orbital gap: 9.5 eV

---

three.
The following is a quantum chemistry calculation of C3H3Br9 as an isolated structure, from the Open Molecules 2025 dataset.

The geometry in ORCA input format:
```
! RIJCOSX wB97M-V def2-TZVPD def2/J DEFGRID3
* xyz 0 1
C 8.49040 11.31511 6.60640
Br 8.79245 13.13357 7.15886
Br 7.20563 10.99293 5.27681
Br 8.09737 10.18622 8.17909
H 9.41401 10.91093 6.28402
C 10.01684 5.52681 5.93786
Br 9.65309 6.36685 7.71220
Br 9.19423 6.55933 4.53783
Br 9.35987 3.75797 5.68844
H 11.06909 5.42097 5.75216
C 5.57632 13.37712 8.95535
Br 5.66597 15.33932 8.95035
Br 4.59500 12.72870 7.41936
Br 4.84296 12.60714 10.60365
H 6.56418 13.13932 8.84217
*
```

Output
E_LUMO: -0.337 eV
HOMO energy: -10.245 eV
frontier orbital gap: 9.9 eV

---

Pick two: it beats the second-best structure by 14.9 kJ/mol.

---

one.
The following is a quantum chemistry calculation of a 6-piece molecular cluster, C4H20N2O7 overall, from the Open Molecules 2025 dataset.

The geometry in ORCA input format:
```
! RIJCOSX wB97M-V def2-TZVPD def2/J DEFGRID3
* xyz 0 1
C 1.57113 1.66905 -0.80275
C 0.65816 2.17355 0.35139
N 1.38104 3.32555 0.95364
C 0.37997 1.11165 1.42061
N -0.58479 0.17913 0.86055
C -1.91163 0.06861 1.12002
O -2.65904 -0.72075 0.58711
O -2.26381 0.86692 2.15300
H 2.35306 2.34692 -1.14115
H 1.18994 1.11438 -1.65141
H 2.23620 0.93501 -0.30589
H -0.24119 2.60710 -0.07242
H 1.12882 4.16790 0.46376
H 2.37171 3.13912 0.97454
H 0.05036 1.69937 2.27099
H 1.32563 0.60472 1.61075
H -0.33827 -0.09058 -0.08550
H -3.14572 0.59602 2.43974
O -1.60665 -2.67780 -1.32841
H -2.54872 -2.54259 -1.48642
H -1.50910 -2.30844 -0.43992
O 1.33650 -2.28804 1.00203
H 1.30419 -2.33332 1.96340
H 0.81914 -1.51868 0.73120
O -0.86969 0.39217 -2.17305
H -1.77333 0.72444 -2.10162
H -1.02625 -0.51365 -2.50391
O 3.76733 -0.37971 0.39291
H 3.77199 -0.87991 -0.43220
H 3.57676 -1.08135 1.02822
O 0.00028 -2.10266 -3.20531
H 0.69304 -1.60709 -2.75477
H -0.19996 -2.81038 -2.56245
*
```

Output
E_LUMO: 0.298 eV
HOMO energy: -9.145 eV
SMILES: C[C@H](N)CNC(=O)O.O.O.O.O.O
frontier orbital gap: 9.4 eV

---

two.
The following is a quantum chemistry calculation of a 6-piece molecular cluster, C4H20N2O7 overall, from the Open Molecules 2025 dataset.

The geometry in ORCA input format:
```
! RIJCOSX wB97M-V def2-TZVPD def2/J DEFGRID3
* xyz 0 1
N -1.51670 0.53253 -3.22871
C -1.16681 -0.11924 -2.09118
O -1.90149 -1.01732 -1.66831
C 0.11460 0.29830 -1.42594
C -0.20583 1.24833 -0.22670
N -0.87947 0.61576 0.89396
C 1.10926 1.92419 0.25288
O 1.22183 1.97421 1.68527
H -2.39123 0.30489 -3.69337
H -0.99308 1.30388 -3.58068
H 0.71211 -0.56259 -1.08281
H 0.85037 0.78266 -2.09519
H -0.84858 2.06565 -0.62345
H -1.63303 0.00406 0.57274
H -0.22401 0.04030 1.39808
H 1.98581 1.30875 -0.01848
H 1.14698 2.96181 -0.07472
H 0.35743 2.17825 2.07277
O 1.10869 -3.17282 0.92534
H 1.04324 -4.12953 0.83635
H 0.15911 -2.89596 0.88155
O 2.61601 -2.03626 -1.00059
H 2.00369 -2.55353 -0.43535
H 3.23529 -1.65793 -0.36068
O -2.65892 3.08286 1.15714
H -2.04762 2.33536 1.27181
H -3.52893 2.75364 1.39233
O -1.44546 -2.43891 0.54115
H -1.59186 -1.98638 -0.32270
H -2.17359 -3.03147 0.73657
O 2.90035 -0.02328 2.45963
H 2.29816 0.70463 2.22429
H 2.34368 -0.79482 2.62696
*
```

Output
E_LUMO: 0.399 eV
HOMO energy: -10.194 eV
SMILES: NC(=O)C[C@@H](N)CO.O.O.O.O.O
frontier orbital gap: 10.6 eV

---

Pick two: it beats the second-best structure by 68.3 kJ/mol.

---

one.
The following is a quantum chemistry calculation of one molecule with the formula C5H9N3O, from the Open Molecules 2025 dataset.

The geometry in ORCA input format:
```
! RIJCOSX wB97M-V def2-TZVPD def2/J DEFGRID3
* xyz 0 1
C -2.14276 -0.86413 0.09534
C -0.05506 -1.92973 0.02906
C -1.86270 0.44404 0.39828
C 0.73526 -0.92575 0.11068
C 2.60099 0.20982 -1.02330
N -2.85539 1.41450 0.40906
N 2.50622 -0.19294 1.32829
N 1.91426 -0.45994 0.16185
O -1.36440 -1.95447 -0.09238
H -3.10150 -1.05564 -0.33257
H 0.37199 -2.98142 -0.17947
H 2.06392 -0.29601 -1.82728
H 2.75426 1.23895 -0.87228
H 3.55771 -0.32654 -1.06166
H -3.79184 1.11787 0.33497
H -2.71374 2.29953 1.02242
H -1.00645 0.94057 0.71801
H 1.90709 -0.52201 2.05991
*
```

Output
E_LUMO: 0.603 eV
HOMO energy: -7.529 eV
frontier orbital gap: 8.1 eV

---

two.
The following is a quantum chemistry calculation of C5H9N3O as an isolated structure, from the Open Molecules 2025 dataset.

The geometry in ORCA input format:
```
! RIJCOSX wB97M-V def2-TZVPD def2/J DEFGRID3
* xyz 0 1
C 3.20456 0.31780 -0.42538
C 0.83280 -0.44989 0.35914
C 0.11018 0.89830 -0.03873
C -0.94266 1.52187 0.74219
C -1.88133 -0.47472 -0.64853
H 3.97582 0.56311 0.92802
H 2.23608 1.64092 -0.76590
H 4.07079 -0.39478 -1.86602
H 2.53917 -1.78104 -0.44948
H -0.71376 -1.28203 0.96350
H 0.80216 1.83164 -0.38741
H -1.41969 1.11893 1.56816
H -0.96175 2.61545 0.70726
H -1.47497 -0.95144 -1.46559
N 2.11879 -0.53652 -0.05106
N 0.23216 -1.55380 0.92243
N -1.18350 0.80397 -0.40124
O -3.14592 -0.65455 -0.30695
*
```

Output
E_LUMO: -1.234 eV
HOMO energy: -8.817 eV
frontier orbital gap: 7.6 eV

---

Pick one: it beats the second-best structure by 667.8 kJ/mol.

---

one.
The following is a quantum chemistry calculation of one molecule with the formula C5H9N3O, from the Open Molecules 2025 dataset.

The geometry in ORCA input format:
```
! RIJCOSX wB97M-V def2-TZVPD def2/J DEFGRID3
* xyz 0 1
C 1.68205 0.70643 1.61073
C 0.98526 -0.01220 0.76775
C 0.85814 -0.45873 -0.52737
N 1.47994 -1.55944 -1.01316
C -0.49952 -0.10057 -1.03442
N -0.73676 1.30632 -1.24000
C -1.11908 -0.55265 0.46743
N -1.96523 0.45217 0.94669
O -1.35596 -1.73831 0.67458
H 2.52725 1.31587 1.31135
H 1.42685 0.74036 2.66272
H 0.92698 -2.20066 -1.56797
H 2.17893 -1.99193 -0.42233
H -0.84402 -0.77408 -1.82532
H -1.48213 1.46690 -1.90843
H 0.06413 1.84270 -1.55465
H -1.61853 1.39939 0.90750
H -2.50829 0.15843 1.74488
*
```

Output
E_LUMO: 0.530 eV
HOMO energy: -7.699 eV
SMILES: C=C=C(N)[C@H](N)C(N)=O
frontier orbital gap: 8.2 eV

---

two.
The following is a quantum chemistry calculation of one molecule with the formula C5H9N3O, from the Open Molecules 2025 dataset.

The geometry in ORCA input format:
```
! RIJCOSX wB97M-V def2-TZVPD def2/J DEFGRID3
* xyz 0 1
O -2.27642 -1.25034 -0.23378
C -1.70441 -0.31828 0.75190
C -1.64053 1.02491 0.21783
N -0.46319 1.11801 -0.75048
N 0.59822 0.42537 -0.31207
C 1.56864 0.99160 0.19186
C 2.49857 -0.09920 0.43952
C 1.86846 -1.21786 -0.13321
N 0.56598 -0.88779 -0.39090
H -1.51349 -1.47825 -0.87397
H -0.76852 -0.57852 1.21629
H -2.39268 -0.10018 1.65626
H -2.59334 1.32820 -0.28458
H -1.69710 1.92763 1.16117
H -0.15358 2.05346 -0.94457
H 1.56412 2.17673 0.16478
H 3.36603 0.16086 0.90097
H 1.94844 -2.36335 0.24063
*
```

Output
E_LUMO: 0.743 eV
HOMO energy: -8.956 eV
SMILES: OCCNn1cccn1
frontier orbital gap: 9.7 eV

---

Pick one: it beats the second-best structure by 181.2 kJ/mol.